{
  "formula": "C25H42BrClCsFN5O6P2",
  "method": "the ωB97M-V functional and the def2-TZVPD basis",
  "gap_ev": 1.548,
  "max_force_ev_per_a": 18.68,
  "charge": -1,
  "species": ["C", "C", "C", "C", "C", "C", "C", "C", "C", "N", "N", "C", "O", "C", "N", "C", "C", "C", "O", "C", "P", "C", "O", "C", "P", "O", "Cl", "N", "C", "C", "C", "O", "H", "H", "H", "H", "H", "H", "H", "H", "H", "H", "H", "H", "H", "H", "H", "H", "H", "H", "H", "H", "H", "H", "H", "H", "H", "H", "H", "H", "H", "H", "H", "H", "C", "O", "H", "H", "H", "Cs", "C", "C", "C", "C", "N", "H", "H", "H", "H", "H", "H", "H", "Br", "F"],
  "xyz": [[1.1044, 2.7803, -2.2879], [0.9273, 1.6145, -2.0248], [0.4679, 0.2580, -1.3431], [1.7325, -0.6917, -1.2022], [3.0363, 0.1881, -1.4076], [3.6932, 0.0481, -2.7458], [4.9385, 0.8142, -2.9590], [5.3234, 1.6067, -1.7683], [4.5664, 1.6881, -0.5204], [3.4220, 0.9644, -0.3676], [1.7449, -1.6145, 0.0129], [3.1749, -2.1051, 0.1137], [3.3324, -3.1404, 1.1028], [4.5019, -3.9148, 0.7485], [0.9304, -2.7009, -0.2676], [-0.5316, -2.6521, -0.1268], [1.2640, -3.8103, -1.0499], [1.1089, -3.9730, -2.6727], [1.6467, -4.9439, -0.4982], [1.3985, -0.8139, 1.2754], [1.0575, -1.7368, 2.9008], [0.6712, -3.5525, 2.7536], [2.5728, -1.8168, 3.7474], [0.4848, 0.4774, 1.0218], [-0.3809, 1.1203, 2.6159], [0.8182, 1.2390, 3.8313], [-1.8892, -0.2375, 3.2344], [-0.3909, 0.4335, -0.1701], [-1.3750, 1.5156, -0.2905], [-2.8506, 1.1392, 0.2233], [-3.2222, -0.3737, -0.0204], [-4.6269, -0.5533, 0.1797], [1.2263, 3.7514, -2.8190], [-0.2216, -0.1863, -2.1344], [1.6873, -1.3433, -2.1270], [3.2572, -0.6402, -3.5237], [5.5378, 0.7716, -3.9008], [6.2809, 2.1961, -1.8306], [4.9281, 2.3223, 0.3375], [3.8952, -1.3345, 0.5024], [3.6004, -2.4017, -0.8974], [5.2389, -3.3522, 0.1129], [4.1814, -4.8867, 0.2583], [5.0000, -4.2002, 1.7163], [-1.0897, -2.0385, -0.9053], [-0.9448, -2.3120, 0.8770], [-0.9319, -3.7072, -0.2589], [1.8819, -3.3090, -3.1755], [1.2921, -5.0433, -3.0320], [0.0853, -3.6164, -2.9883], [2.3840, -0.3083, 1.5465], [1.0146, -4.0395, 3.7146], [-0.4550, -3.6775, 2.7248], [1.1049, -4.1037, 1.8844], [2.9305, -0.9064, 3.6515], [1.1629, 1.3781, 0.8049], [0.4684, 0.7837, 4.6296], [-1.5919, 1.8392, -1.3574], [-1.0783, 2.4835, 0.2287], [-3.5918, 1.7385, -0.3937], [-3.0278, 1.4946, 1.2845], [-2.6741, -1.1333, 0.6351], [-2.9899, -0.5803, -1.1235], [-4.7538, -1.3418, 0.7521], [3.2347, 3.4037, 4.2113], [4.5524, 3.5986, 4.1659], [2.5848, 4.2466, 3.8829], [2.8272, 2.5706, 3.5912], [2.7901, 3.1650, 5.2036], [1.5201, -6.4578, -1.5705], [-7.0725, 4.9174, -2.3197], [-7.2305, 3.8017, -1.2895], [-5.8881, 3.3045, -0.7466], [-5.0529, 2.7584, -1.8565], [-4.4150, 2.3422, -2.7230], [-6.5231, 4.5804, -3.2073], [-8.0530, 5.2609, -2.6573], [-6.5403, 5.7737, -1.8918], [-7.7765, 2.9712, -1.7462], [-7.8593, 4.1774, -0.4304], [-6.0511, 2.5182, -0.0061], [-5.3451, 4.1205, -0.2621], [-3.1597, -2.6743, 1.9028], [-9.0008, 4.0682, 0.5171]],
  "lowdin_charge": [0.13, -0.08, -0.22, -0.11, -0.27, 0.00, -0.03, -0.04, -0.07, 0.10, -0.11, -0.13, -0.18, -0.06, -0.10, -0.06, -0.38, -0.11, -0.85, -0.30, 0.95, -0.26, -0.32, -0.42, 0.69, -0.40, 0.17, -0.14, -0.20, -0.17, -0.38, -0.14, 0.07, 0.16, 0.13, 0.11, 0.11, 0.10, 0.14, 0.16, 0.15, 0.10, 0.09, 0.11, 0.10, -0.01, 0.12, 0.09, -0.10, 0.11, 0.12, 0.06, 0.01, 0.02, 0.04, 0.12, 0.05, 0.13, 0.12, 0.07, 0.08, -0.12, 0.12, -0.02, -0.47, -0.34, 0.05, 0.02, 0.04, 1.67, -0.14, -0.30, -0.18, -0.26, 0.11, 0.05, 0.06, 0.06, 0.11, 0.01, 0.12, 0.12, -0.02, -0.71]
}



{
  "formula": "C27H45As3N2S2V",
  "method": "the ωB97M-V functional and the def2-TZVPD basis",
  "gap_ev": [5.381, 6.622],
  "s2": 0.960,
  "max_force_ev_per_a": 0.40,
  "charge": 2,
  "spin_multiplicity": 2,
  "species": ["V", "C", "N", "C", "C", "N", "C", "C", "C", "C", "C", "C", "C", "S", "C", "C", "C", "C", "C", "C", "S", "H", "H", "H", "H", "H", "H", "H", "H", "H", "H", "H", "H", "H", "H", "H", "H", "H", "H", "C", "As", "C", "C", "C", "C", "C", "As", "C", "C", "C", "As", "C", "C", "H", "H", "H", "H", "H", "H", "H", "H", "H", "H", "H", "H", "H", "H", "H", "H", "H", "H", "H", "H", "H", "H", "H", "H", "H", "H", "H"],
  "xyz": [[-1.1138, 0.1075, -0.2638], [-1.5137, 0.5030, -3.1835], [-1.8383, -0.5361, -2.1668], [-3.3299, -0.6099, -2.0042], [-3.8609, 0.7116, -1.5122], [-3.0805, 1.1746, -0.3106], [-3.8348, 0.7510, 0.9109], [-2.9723, 2.6354, -0.2980], [-4.1014, 3.4313, -0.4035], [-3.9732, 4.8108, -0.3312], [-2.7218, 5.3865, -0.1434], [-1.5939, 4.5891, -0.0422], [-1.7196, 3.2055, -0.1252], [-0.2704, 2.1809, -0.0677], [-1.3875, -1.8786, -2.5274], [-1.2606, -2.2984, -3.8380], [-0.9271, -3.6286, -4.0821], [-0.7525, -4.5163, -3.0307], [-0.8761, -4.0811, -1.7179], [-1.1791, -2.7504, -1.4654], [-1.2097, -2.1112, 0.1874], [-2.1765, 0.4130, -4.0466], [-0.4821, 0.3877, -3.5038], [-1.6410, 1.4927, -2.7475], [-3.5386, -1.4202, -1.3034], [-3.7714, -0.8686, -2.9710], [-4.9129, 0.5939, -1.2437], [-3.8061, 1.4893, -2.2725], [-4.8619, 1.1131, 0.8481], [-3.3614, 1.1848, 1.7841], [-3.8394, -0.3383, 0.9789], [-5.0799, 2.9908, -0.5442], [-4.8487, 5.4379, -0.4149], [-2.6250, 6.4607, -0.0810], [-0.6174, 5.0355, 0.0881], [-1.4243, -1.6238, -4.6659], [-0.8215, -3.9717, -5.1016], [-0.5069, -5.5492, -3.2324], [-0.7126, -4.7667, -0.8972], [-1.4321, 1.4843, 3.3399], [-0.6505, 0.0677, 2.2789], [-1.1642, -1.4818, 3.3140], [1.2172, 0.3863, 2.7535], [2.3842, -0.3306, 2.0614], [2.1859, -1.8399, 2.1213], [2.5778, 0.1742, 0.6320], [1.3541, -0.3476, -0.7860], [1.9483, -2.1123, -1.2914], [2.0922, 0.6909, -2.2397], [3.6349, 0.0644, 2.8815], [5.5389, -0.3767, 2.4643], [5.4645, -1.8972, 1.2216], [5.9486, 1.0131, 1.1334], [-0.8253, 1.5598, 4.2438], [-2.4486, 1.2301, 3.6313], [-1.4149, 2.4302, 2.8013], [-0.9202, -1.2685, 4.3557], [-0.6270, -2.3672, 2.9883], [-2.2358, -1.6523, 3.2178], [1.2280, 0.1427, 3.8222], [1.3324, 1.4717, 2.6755], [1.2711, -2.1639, 1.6143], [2.1156, -2.1717, 3.1589], [3.0197, -2.3760, 1.6663], [3.5362, -0.1821, 0.2475], [2.6190, 1.2677, 0.6086], [3.0365, -2.0555, -1.3613], [1.5310, -2.3836, -2.2598], [1.6653, -2.8529, -0.5490], [3.1707, 0.5220, -2.2341], [1.8804, 1.7494, -2.1016], [1.6914, 0.3503, -3.1925], [3.4902, -0.3148, 3.8969], [3.6698, 1.1549, 2.9796], [5.1549, -2.8032, 1.7405], [6.4917, -2.0437, 0.8866], [4.8431, -1.7490, 0.3380], [5.6649, 1.9865, 1.5334], [5.4770, 0.8697, 0.1628], [7.0276, 1.0170, 0.9861]],
  "lowdin_charge": [0.09, -0.03, -0.26, -0.13, -0.13, -0.21, -0.03, -0.29, -0.01, -0.03, -0.04, -0.08, -0.52, 0.73, -0.30, 0.00, -0.03, -0.04, -0.08, -0.56, 0.74, 0.11, 0.09, 0.08, 0.12, 0.15, 0.14, 0.13, 0.11, 0.06, 0.09, 0.13, 0.12, 0.12, 0.12, 0.12, 0.12, 0.12, 0.12, -0.25, 1.06, -0.28, -0.31, -0.65, -0.06, -0.31, 1.09, -0.23, -0.25, -0.37, 1.16, -0.35, -0.34, 0.05, 0.04, 0.03, 0.05, 0.01, 0.04, 0.10, 0.09, 0.03, 0.11, 0.07, 0.04, 0.09, 0.05, 0.04, 0.03, 0.05, 0.03, 0.03, 0.07, 0.07, 0.02, 0.03, -0.01, 0.02, 0.01, 0.02]
}



no.,E (Ha)
1,-5539.19569
2,-9612.55567